Here is a 11-piece molecular cluster, C99H209N11O11 overall at a distorted geometry from OMol25. Energies are from ωB97M-V with the def2-TZVPD basis set.

Atoms and positions in Å:
C -3.194 4.983 12.868
C -3.430 4.236 11.583
C -4.062 5.220 10.573
C -4.084 4.876 9.061
C -2.637 4.413 8.668
C -2.083 3.326 9.629
N -2.156 3.769 11.046
O -1.294 3.144 11.901
C -2.766 1.915 9.404
C -0.586 3.206 9.140
C -4.470 3.148 11.921
H -4.156 5.145 13.353
H -2.660 5.912 12.664
H -2.542 4.504 13.599
H -5.037 5.536 10.941
H -3.480 6.141 10.549
H -4.251 5.773 8.465
H -4.805 4.062 8.984
H -2.015 5.308 8.658
H -2.592 3.996 7.662
H -2.633 1.687 8.347
H -2.377 1.134 10.058
H -3.834 1.912 9.622
H -0.412 3.293 8.067
H -0.101 4.074 9.586
H 0.011 2.379 9.525
H -3.967 2.237 12.246
H -5.130 2.868 11.101
H -5.108 3.473 12.743
H -0.411 3.489 11.754
C -3.016 3.713 2.708
C -2.204 2.577 2.167
C -2.611 1.239 2.870
C -2.181 -0.075 2.094
C -2.546 0.038 0.627
C -2.060 1.298 -0.090
N -2.424 2.488 0.626
O -1.921 3.603 -0.015
C -0.620 1.054 -0.521
C -2.869 1.374 -1.462
C -0.704 2.917 2.579
H -2.853 3.969 3.754
H -4.053 3.376 2.727
H -2.933 4.645 2.149
H -2.333 1.416 3.909
H -3.690 1.173 3.009
H -2.783 -0.872 2.530
H -1.123 -0.250 2.293
H -3.631 0.110 0.557
H -2.401 -0.903 0.097
H -0.351 0.004 -0.635
H -0.379 1.547 -1.463
H 0.151 1.476 0.124
H -2.368 0.678 -2.135
H -3.878 1.123 -1.134
H -3.013 2.367 -1.890
H -0.035 2.634 1.767
H -0.497 2.280 3.439
H -0.566 3.991 2.706
H -2.635 4.140 -0.366
C -2.375 -9.646 3.129
C -3.892 -9.259 3.335
C -4.248 -8.832 4.833
C -3.693 -7.428 5.184
C -4.235 -6.405 4.165
C -3.975 -6.699 2.622
N -4.413 -8.126 2.405
O -4.371 -8.537 1.052
C -4.988 -5.816 1.789
C -2.485 -6.431 2.101
C -4.784 -10.495 3.129
H -1.767 -8.746 3.039
H -2.200 -9.956 2.098
H -1.973 -10.387 3.819
H -5.309 -8.758 5.070
H -3.835 -9.615 5.469
H -2.611 -7.307 5.238
H -4.047 -6.994 6.120
H -3.930 -5.376 4.355
H -5.310 -6.363 4.337
H -6.007 -5.802 2.177
H -4.710 -4.770 1.661
H -4.879 -6.066 0.733
H -1.647 -6.464 2.798
H -2.278 -7.138 1.298
H -2.429 -5.448 1.633
H -5.799 -10.167 2.902
H -4.887 -11.222 3.936
H -4.440 -11.062 2.264
H -5.293 -8.529 0.785
C -7.551 -7.312 6.841
C -8.190 -7.017 8.126
C -8.388 -8.411 8.843
C -7.075 -9.065 9.272
C -6.320 -8.082 10.159
C -6.007 -6.706 9.499
N -7.304 -6.151 8.973
O -7.167 -4.876 8.525
C -5.702 -5.840 10.624
C -4.901 -6.774 8.462
C -9.633 -6.515 7.936
H -6.699 -7.988 6.767
H -7.049 -6.474 6.357
H -8.278 -7.598 6.081
H -8.788 -8.364 9.856
H -9.021 -9.093 8.276
H -6.631 -9.248 8.294
H -7.156 -10.049 9.734
H -5.415 -8.568 10.523
H -6.970 -7.974 11.028
H -5.434 -4.866 10.214
H -6.358 -5.633 11.469
H -4.752 -5.925 11.151
H -3.945 -6.564 8.943
H -4.793 -7.804 8.123
H -5.000 -5.977 7.725
H -10.111 -6.682 8.901
H -10.198 -7.002 7.141
H -9.700 -5.471 7.632
H -7.706 -4.362 9.132
C 2.558 3.140 15.973
C 3.055 2.020 15.199
C 1.847 1.089 14.892
C 2.229 -0.051 13.880
C 2.626 0.612 12.575
C 3.629 1.729 12.782
N 3.563 2.583 13.949
O 4.502 3.499 14.103
C 5.002 1.177 12.634
C 3.407 2.675 11.603
C 4.286 1.398 16.002
H 1.708 3.656 15.526
H 3.321 3.858 16.273
H 2.117 2.865 16.931
H 1.628 0.499 15.782
H 0.882 1.524 14.632
H 1.371 -0.690 13.673
H 3.099 -0.614 14.218
H 1.683 0.874 12.095
H 3.118 -0.099 11.912
H 5.758 1.546 13.327
H 5.059 0.089 12.673
H 5.507 1.233 11.669
H 3.471 2.137 10.657
H 2.490 3.264 11.592
H 4.234 3.385 11.591
H 5.203 1.983 16.068
H 4.460 0.456 15.481
H 4.029 1.041 16.999
H 4.098 4.253 13.667
C 4.918 -3.052 9.192
C 6.044 -2.073 8.722
C 6.127 -0.895 9.802
C 7.408 -0.030 9.701
C 8.702 -0.988 9.865
C 8.721 -2.203 8.842
N 7.391 -2.805 8.775
O 7.325 -4.012 8.070
C 9.336 -1.778 7.525
C 9.640 -3.232 9.606
C 5.780 -1.594 7.276
H 3.981 -2.713 8.750
H 4.857 -3.263 10.260
H 5.068 -4.052 8.785
H 5.424 -0.073 9.666
H 5.969 -1.375 10.768
H 7.526 0.591 10.590
H 7.396 0.586 8.802
H 8.851 -1.343 10.884
H 9.609 -0.406 9.699
H 9.048 -2.609 6.881
H 8.845 -0.916 7.074
H 10.421 -1.691 7.566
H 9.618 -4.106 8.956
H 10.722 -3.101 9.635
H 9.185 -3.436 10.575
H 6.620 -1.020 6.885
H 4.876 -0.987 7.230
H 5.600 -2.350 6.512
H 6.994 -4.642 8.715
C -1.670 -12.578 9.330
C -2.505 -12.127 10.511
C -1.920 -12.698 11.854
C -0.776 -11.838 12.466
C -1.068 -10.266 12.514
C -1.479 -9.758 11.082
N -2.618 -10.572 10.617
O -3.185 -10.054 9.486
C -1.834 -8.269 11.192
C -0.228 -9.920 10.179
C -3.991 -12.586 10.396
H -0.601 -12.481 9.520
H -1.811 -11.926 8.468
H -1.860 -13.633 9.134
H -2.680 -12.927 12.601
H -1.649 -13.690 11.492
H 0.211 -11.996 12.032
H -0.581 -12.323 13.422
H -0.217 -9.643 12.790
H -1.837 -10.051 13.256
H -0.976 -7.688 11.529
H -2.199 -7.867 10.247
H -2.628 -8.264 11.940
H 0.379 -10.814 10.320
H -0.501 -9.862 9.125
H 0.475 -9.094 10.288
H -4.205 -13.474 10.991
H -4.198 -12.690 9.331
H -4.750 -11.994 10.908
H -4.020 -9.820 9.897
C -0.177 1.019 5.834
C 0.535 -0.165 6.629
C 1.337 0.500 7.695
C 1.543 -0.311 8.926
C 0.165 -0.912 9.440
C -0.473 -1.782 8.417
N -0.594 -0.998 7.201
O -1.150 -1.741 6.176
C 0.228 -3.243 8.374
C -1.927 -1.944 9.072
C 1.547 -0.912 5.694
H 0.417 1.702 5.226
H -0.750 1.584 6.569
H -0.800 0.486 5.116
H 2.309 0.863 7.361
H 1.010 1.527 7.857
H 1.950 0.289 9.739
H 2.442 -0.912 8.789
H -0.501 -0.134 9.815
H 0.215 -1.424 10.401
H 0.770 -3.526 9.276
H -0.515 -3.962 8.028
H 0.964 -3.459 7.599
H -2.533 -1.045 8.961
H -2.548 -2.616 8.480
H -1.932 -2.148 10.143
H 2.170 -0.303 5.040
H 1.241 -1.589 4.896
H 2.187 -1.596 6.252
H -1.956 -1.247 6.010
C -6.870 -3.896 5.457
C -5.813 -2.712 5.321
C -5.203 -2.688 3.905
C -6.169 -2.307 2.803
C -6.832 -1.049 3.258
C -7.521 -1.057 4.763
N -6.462 -1.471 5.655
O -6.801 -1.375 6.998
C -7.811 0.444 5.132
C -8.837 -1.888 4.616
C -4.663 -2.862 6.334
H -7.433 -4.072 4.540
H -7.467 -3.726 6.353
H -6.311 -4.794 5.718
H -4.369 -1.988 3.973
H -4.722 -3.630 3.644
H -6.923 -3.073 2.620
H -5.616 -2.157 1.876
H -7.515 -0.624 2.523
H -6.080 -0.267 3.357
H -8.153 0.572 6.159
H -6.856 0.965 5.062
H -8.600 0.956 4.581
H -9.604 -1.240 4.191
H -8.779 -2.809 4.038
H -9.429 -2.117 5.502
H -3.957 -2.033 6.292
H -4.172 -3.771 5.986
H -4.979 -3.008 7.367
H -7.477 -2.052 7.074
C 6.087 -2.681 3.805
C 6.589 -1.329 3.139
C 7.709 -1.601 2.116
C 7.152 -2.169 0.836
C 6.084 -1.375 0.109
C 4.958 -0.944 1.044
N 5.571 -0.515 2.376
O 4.797 0.222 3.134
C 4.240 0.232 0.326
C 3.880 -2.069 1.217
C 7.276 -0.414 4.238
H 5.294 -2.304 4.451
H 6.837 -3.297 4.300
H 5.733 -3.399 3.065
H 8.496 -0.848 2.060
H 8.252 -2.510 2.373
H 6.838 -3.185 1.077
H 7.958 -2.422 0.146
H 5.809 -2.109 -0.649
H 6.500 -0.605 -0.539
H 4.081 -0.121 -0.693
H 3.333 0.348 0.920
H 4.867 1.121 0.261
H 4.189 -2.994 1.704
H 3.239 -1.657 1.997
H 3.445 -2.365 0.262
H 6.527 0.156 4.787
H 7.682 0.489 3.781
H 8.033 -1.033 4.718
H 5.354 0.992 3.271
C 4.062 2.106 5.968
C 4.483 3.300 6.905
C 5.810 3.863 6.277
C 5.743 4.856 5.036
C 4.794 5.967 5.564
C 3.432 5.381 5.924
N 3.590 4.392 7.023
O 2.388 4.014 7.471
C 2.563 6.571 6.496
C 2.691 4.738 4.689
C 4.811 2.826 8.278
H 4.680 1.285 6.331
H 4.379 2.254 4.936
H 3.011 1.927 5.739
H 6.364 4.226 7.143
H 6.441 3.085 5.847
H 5.603 4.293 4.112
H 6.761 5.113 4.746
H 4.512 6.618 4.737
H 5.254 6.575 6.342
H 2.316 7.339 5.763
H 1.560 6.190 6.690
H 3.000 7.095 7.345
H 2.573 5.524 3.943
H 3.401 4.130 4.129
H 1.692 4.327 4.834
H 4.034 2.114 8.557
H 4.774 3.648 8.992
H 5.781 2.345 8.404
H 2.309 4.308 8.381

Values from the calculation:
E_HOMO	-7.76	eV
E	-144941.7781	eV
relative energy (zero: lowest compared OMol25 entry of this formula, charge and spin)	11.0169	eV
LUMO	0.0160	hartree
total charge	0
orbital gap	8.1960	eV
SMILES string	CC1(C)CCCC(C)(C)N1O.CC1(C)CCCC(C)(C)N1O.CC1(C)CCCC(C)(C)N1O.CC1(C)CCCC(C)(C)N1O.CC1(C)CCCC(C)(C)N1O.CC1(C)CCCC(C)(C)N1O.CC1(C)CCCC(C)(C)N1O.CC1(C)CCCC(C)(C)N1O.CC1(C)CCCC(C)(C)N1O.CC1(C)CCCC(C)(C)N1O.CC1(C)CCCC(C)(C)N1O